Molecular formula: C2H4N2O3S
Method: DFT, ωB97M-V/def2-TZVPD

Each line ends with the Löwdin charge.
Cartesian coordinates (Å):
N (1.728, 1.247, 0.875)  0.144
C (1.105, 0.330, 0.074)  -0.591
O (1.564, 0.320, -1.218)  0.053
N (0.185, -0.437, 0.644)  -0.355
S (-0.375, -1.910, -0.017)  0.716
H (1.345, 1.431, 1.775)  0.100
H (2.145, 1.968, 0.303)  0.104
H (1.273, -0.454, -1.765)  0.117
H (-0.875, -2.437, 1.137)  -0.113
O (-3.415, -0.849, -0.278)  0.171
C (-2.622, -0.069, -0.578)  -0.530
O (-2.057, 0.861, -0.953)  0.185

Its HOMO-LUMO gap is 8.68 eV. The spin multiplicity is 1. As for the molar mass: 136.1 g mol⁻¹. As for the structure (SMILES): N/C(O)=N/S.O=C=O. The value obtained for the LUMO energy is 0.5 eV. As for the energy relative to the best compared isomer or geometry (same formula, charge and spin): 0.0 kcal/mol.

***

Molecular formula: C2H4N2O3S
Method: DFT, ωB97M-V/def2-TZVPD

Each line ends with the Löwdin charge.
Cartesian coordinates (Å):
C (0.198, -0.141, -0.974)  -0.611
C (1.502, 0.421, -1.328)  0.020
N (-1.750, -0.990, 1.644)  -0.016
N (-0.251, -0.601, 1.976)  0.005
O (-0.098, -1.258, -1.212)  0.114
O (-1.578, 1.631, 1.872)  -0.268
O (-0.683, 0.663, -0.277)  -0.171
S (-1.096, 0.419, 1.307)  0.616
H (2.116, 0.132, -0.526)  0.082
H (1.558, 1.501, -1.322)  0.097
H (1.875, -0.074, -2.172)  0.082
H (-1.793, -1.703, 1.013)  0.050

Its HOMO-LUMO gap (spin up / spin down) is 6.29 / 7.66 eV. The spin multiplicity is 3. As for the molar mass: 136.1 g mol⁻¹. The value obtained for the LUMO energy (spin up / spin down) is 0.5 / -3.3 eV. As for the energy relative to the best compared isomer or geometry (same formula, charge and spin): 113.1 kcal/mol.

***

Molecular formula: C2H4N2O4
Method: DFT, ωB97M-V/def2-TZVPD

Each line ends with the Löwdin charge.
Cartesian coordinates (Å):
O (-3.453, 0.167, -0.432)  -0.022
C (-2.176, -0.109, -0.314)  -0.247
N (-1.351, -0.260, 0.718)  0.042
O (-0.095, -0.739, 0.472)  0.024
C (0.791, 0.129, 0.071)  -0.599
O (0.559, 1.262, 0.118)  0.181
N (1.915, -0.575, -0.534)  0.080
O (3.145, 0.123, 0.009)  -0.131
H (-1.491, -0.346, -1.329)  0.190
H (-1.154, 0.645, 1.138)  0.158
H (1.866, -1.477, -0.135)  0.099
H (3.888, 0.398, -0.832)  0.224

Its HOMO-LUMO gap is 10.55 eV. The spin multiplicity is 1. As for the molar mass: 120.1 g mol⁻¹. As for the structure (SMILES): O=CNOC(=O)NO. The value obtained for the LUMO energy is 0.1 eV. As for the energy relative to the best compared isomer or geometry (same formula, charge and spin): 109.0 kcal/mol.